Density functional theory data (ωB97M-V/def2-TZVPD) for C27H36N9O6S5Sc as an isolated structure.

Calculated values
Energy: -129162.4551 eV
Relative energy (zero: lowest compared OMol25 entry of this formula, charge and spin): 62.2 kJ/mol
Frontier orbital gap: 8.03 eV

Structure (ORCA input):
```
! RIJCOSX wB97M-V def2-TZVPD def2/J DEFGRID3
* xyz 0 1
Sc 1.459 -0.147 0.429
N 0.735 -8.083 1.508
C 1.032 -6.742 1.689
C 0.750 -5.811 0.683
C 1.094 -4.484 0.844
C 1.724 -4.068 2.007
C 2.007 -4.976 3.015
C 1.667 -6.305 2.855
S 2.149 -2.382 2.206
O 3.028 -2.293 3.338
O 2.692 -1.907 0.906
N 0.869 -1.442 2.255
C 0.003 -1.455 3.322
N -0.868 -0.441 3.365
C -1.715 -0.432 4.383
C -1.717 -1.408 5.368
C -0.777 -2.411 5.225
N 0.084 -2.453 4.215
H 0.018 -8.295 0.836
H 0.673 -8.641 2.343
H 0.269 -6.143 -0.231
H 0.879 -3.751 0.081
H 2.488 -4.635 3.922
H 1.896 -7.016 3.640
H -2.419 0.394 4.411
H -2.410 -1.387 6.196
H -0.709 -3.219 5.948
C -2.160 2.214 -5.762
C -1.530 1.213 -4.831
C -2.251 0.678 -3.763
C -1.686 -0.266 -2.920
C -0.386 -0.688 -3.155
C 0.367 -0.130 -4.178
C -0.209 0.813 -5.013
S 0.415 -1.955 -2.201
C -0.770 -3.270 -2.432
O 0.271 -1.650 -0.720
H -3.248 2.178 -5.708
H -1.865 2.031 -6.796
H -1.846 3.232 -5.516
H -3.276 0.989 -3.599
H -2.252 -0.655 -2.083
H 1.402 -0.423 -4.310
H 0.377 1.236 -5.820
H -1.745 -2.960 -2.064
H -0.415 -4.124 -1.859
H -0.811 -3.518 -3.492
C -0.150 5.105 -2.081
C -0.546 3.688 -2.468
N -0.474 2.739 -1.361
C -1.425 2.209 -0.616
S -1.127 1.009 0.579
N -2.732 2.567 -0.729
C -3.352 3.792 -1.227
C -4.186 3.603 -2.483
H -0.233 5.767 -2.945
H 0.884 5.117 -1.738
H -0.768 5.511 -1.279
H 0.162 3.317 -3.210
H -1.533 3.642 -2.922
H 0.444 2.323 -1.244
H -3.297 2.040 -0.083
H -2.596 4.555 -1.368
H -3.998 4.162 -0.428
H -3.575 3.318 -3.341
H -4.704 4.532 -2.732
H -4.940 2.827 -2.336
O 3.290 0.802 -0.015
S 2.998 1.199 -1.456
O 1.549 0.651 -1.515
O 3.822 0.504 -2.406
S 2.964 3.135 -1.658
N 3.489 1.668 5.390
C 2.861 2.047 4.225
C 2.410 1.078 3.313
N 1.769 1.424 2.214
C 1.569 2.728 1.986
C 2.016 3.664 2.890
N 2.659 3.337 4.012
H 3.939 0.768 5.388
H 4.018 2.403 5.832
H 2.586 0.025 3.495
H 1.068 3.011 1.073
H 1.862 4.719 2.704
*
```

These are the Mulliken partial charges, in e, on atoms 1 to 2: number 1, Sc, carries 0.49; number 2, N, carries -0.56

Density functional theory data (ωB97M-V/def2-TZVPD) for C25H33BrNO6Se2W as an isolated structure in a non-equilibrium geometry.

Calculated values
Energy: -242793.8538 eV
Relative energy (zero: lowest compared OMol25 entry of this formula, charge and spin): 0.0 kJ/mol
Frontier orbital gap (spin up / spin down): 6.82 / 6.91 eV

Structure (ORCA input):
```
! RIJCOSX wB97M-V def2-TZVPD def2/J DEFGRID3
* xyz 1 1
W 0.333 -0.069 0.075
O 3.269 2.093 -4.932
C 2.623 1.579 -3.882
C 1.753 0.489 -3.965
C 1.135 0.062 -2.810
N 1.365 0.633 -1.634
C 2.207 1.662 -1.546
C 2.860 2.179 -2.636
C 2.344 2.124 -0.125
O 3.027 3.028 0.250
O 1.580 1.360 0.677
C 0.210 -1.113 -2.689
O -0.191 -1.755 -3.611
O -0.090 -1.340 -1.398
H 3.048 1.625 -5.747
H 1.538 -0.022 -4.895
H 3.537 3.014 -2.531
C 1.516 -3.385 0.893
Se 2.332 -1.662 0.543
C 2.739 -1.133 2.375
C 1.546 -1.110 3.309
Se 0.056 0.017 2.762
C 0.699 1.725 3.403
H 2.248 -4.016 1.390
H 1.254 -3.808 -0.073
H 0.621 -3.264 1.497
H 3.203 -0.151 2.288
H 3.492 -1.834 2.736
H 1.853 -0.750 4.292
H 1.125 -2.105 3.448
H 0.939 1.587 4.456
H -0.131 2.421 3.309
H 1.553 2.069 2.831
C -6.484 2.754 2.648
C -6.404 1.592 1.650
C -7.322 1.886 0.456
C -6.891 0.322 2.344
C -4.971 1.445 1.145
C -4.260 0.254 1.227
C -2.982 0.217 0.708
Br -2.036 -1.435 0.786
C -2.345 1.298 0.106
O -1.100 1.171 -0.404
C -3.035 2.515 0.033
C -4.329 2.530 0.553
C -2.504 3.827 -0.568
C -3.400 4.221 -1.752
C -1.058 3.780 -1.079
C -2.564 4.926 0.502
H -7.491 2.817 3.062
H -6.267 3.712 2.175
H -5.784 2.617 3.473
H -8.345 2.045 0.801
H -7.327 1.058 -0.253
H -7.007 2.783 -0.077
H -7.908 0.468 2.706
H -6.269 0.067 3.205
H -6.910 -0.533 1.665
H -4.690 -0.629 1.675
H -4.879 3.459 0.488
H -3.413 3.439 -2.512
H -3.021 5.137 -2.208
H -4.429 4.406 -1.444
H -0.930 3.069 -1.894
H -0.351 3.523 -0.288
H -0.803 4.775 -1.449
H -3.573 5.094 0.876
H -2.210 5.867 0.076
H -1.927 4.680 1.353
*
```

These are the Mulliken partial charges, in e, on atoms 1 to 2: number 1, W, carries 0.36; number 2, O, carries -0.51

Density functional theory data (ωB97M-V/def2-TZVPD) for a 11-piece molecular cluster, C17H46F2N20O15S overall in a non-equilibrium geometry.

Calculated values
Energy: -95169.6805 eV
SMILES string: CC[C@@H](F)C1=C(S(=O)(=O)F)C(=O)OC1=O.NC(N)=O.NC(N)=O.NC(N)=O.NC(N)=O.NC(N)=O.NC(N)=O.NC(N)=O.NC(N)=O.NC(N)=O.NC(N)=O
Frontier orbital gap: 7.35 eV

Structure (ORCA input):
```
! RIJCOSX wB97M-V def2-TZVPD def2/J DEFGRID3
* xyz 0 1
C -2.871 -6.641 3.632
C -3.404 -5.300 3.132
C -2.290 -4.267 2.998
F -1.081 -4.695 3.458
C -2.056 -3.713 1.630
C -2.151 -4.192 0.425
S -2.636 -5.819 -0.027
O -2.345 -5.955 -1.375
O -2.061 -6.766 0.809
F -4.143 -5.865 0.065
C -1.720 -3.121 -0.551
O -1.582 -3.177 -1.702
O -1.471 -2.004 0.179
C -1.558 -2.309 1.492
O -1.265 -1.614 2.370
H -1.943 -6.916 3.169
H -3.576 -7.436 3.479
H -2.666 -6.517 4.679
H -4.054 -4.952 3.912
H -4.017 -5.396 2.254
H -2.564 -3.422 3.605
N 2.907 -4.103 -4.056
C 2.220 -2.926 -4.021
N 0.969 -2.992 -3.473
O 2.700 -1.873 -4.433
H 2.538 -4.971 -3.718
H 3.830 -4.084 -4.444
H 0.449 -2.138 -3.414
H 0.558 -3.833 -3.113
N 0.930 0.397 2.067
C 1.473 0.613 3.303
N 2.668 1.276 3.298
O 0.932 0.240 4.332
H 1.360 0.694 1.211
H 0.052 -0.092 2.028
H 3.098 1.452 4.185
H 3.126 1.587 2.463
N -1.492 5.285 1.759
C -1.467 3.928 1.977
N -0.307 3.461 2.518
O -2.412 3.205 1.706
H -0.724 5.893 1.974
H -2.326 5.669 1.359
H -0.247 2.476 2.695
H 0.477 4.051 2.745
N 3.017 -0.090 -8.248
C 1.739 0.150 -7.827
N 1.442 -0.310 -6.585
O 0.915 0.731 -8.526
H 3.702 -0.565 -7.692
H 3.267 0.234 -9.162
H 0.513 -0.143 -6.251
H 2.088 -0.811 -5.993
N 1.009 7.659 4.618
C 1.537 7.269 3.432
N 1.550 8.228 2.460
O 1.973 6.136 3.241
H 0.644 8.576 4.796
H 0.981 6.978 5.353
H 1.933 7.978 1.567
H 1.204 9.159 2.595
N -5.800 -6.816 -4.653
C -4.965 -6.659 -3.583
N -3.816 -5.960 -3.831
O -5.230 -7.110 -2.475
H -5.603 -6.446 -5.567
H -6.649 -7.323 -4.499
H -3.200 -5.832 -3.046
H -3.583 -5.581 -4.732
N 6.823 8.748 1.971
C 5.492 8.703 2.299
N 4.989 7.452 2.522
O 4.809 9.709 2.384
H 7.405 7.937 1.895
H 7.222 9.651 1.801
H 4.016 7.386 2.765
H 5.531 6.613 2.457
N 3.843 -4.185 1.974
C 3.250 -2.951 2.051
N 2.119 -2.896 2.818
O 3.700 -1.975 1.476
H 3.492 -5.000 2.438
H 4.674 -4.260 1.419
H 1.662 -2.004 2.896
H 1.732 -3.685 3.299
N -1.149 -2.459 -10.093
C -1.264 -2.872 -8.798
N -0.785 -2.000 -7.874
O -1.758 -3.950 -8.493
H -0.745 -1.580 -10.358
H -1.490 -3.076 -10.805
H -0.848 -2.268 -6.911
H -0.367 -1.115 -8.115
N -2.775 6.580 5.683
C -2.223 7.556 6.464
N -2.438 7.421 7.809
O -1.580 8.481 5.996
H -3.304 5.811 6.045
H -2.632 6.649 4.693
H -2.045 8.121 8.408
H -2.961 6.669 8.215
*
```

These are the Mulliken partial charges, in e, on atoms 1 to 2: number 1, C, carries -1.27; number 2, C, carries -0.81

Density functional theory data (ωB97M-V/def2-TZVPD) for C9H21MgO6 as an isolated structure in a non-equilibrium geometry.

Calculated values
Energy: -27405.8659 eV
Relative energy (zero: lowest compared OMol25 entry of this formula, charge and spin): 0.0 kJ/mol
Frontier orbital gap: 6.31 eV

Structure (ORCA input):
```
! RIJCOSX wB97M-V def2-TZVPD def2/J DEFGRID3
* xyz -1 1
Mg -0.490 0.188 -1.007
C 2.888 -1.800 -1.125
C 1.506 -2.226 -1.626
O 0.638 -1.180 -1.875
H 3.277 -1.160 -1.929
H 3.558 -2.652 -0.986
H 2.824 -1.144 -0.256
H 1.016 -2.798 -0.808
H 1.602 -2.855 -2.527
C 2.244 2.982 0.271
C 0.897 3.154 -0.459
O 0.270 1.967 -0.730
H 3.072 2.629 -0.348
H 2.128 2.286 1.108
H 2.612 3.921 0.706
H 1.111 3.657 -1.413
H 0.250 3.773 0.180
C -3.099 -2.066 -2.614
C -3.252 -0.568 -2.335
O -2.072 0.100 -2.121
H -2.715 -2.644 -1.769
H -2.491 -2.297 -3.491
H -4.097 -2.477 -2.835
H -3.894 -0.453 -1.443
H -3.733 -0.153 -3.239
C -2.233 0.492 3.136
O -0.883 0.161 2.947
C -0.377 -0.225 1.782
O -1.028 -0.361 0.778
O 0.902 -0.500 1.861
C 1.693 0.048 2.914
H -2.451 1.548 3.298
H -2.532 0.022 4.078
H -2.889 0.095 2.362
H 1.383 -0.320 3.890
H 1.650 1.134 2.873
H 2.717 -0.277 2.750
*
```

These are the Mulliken partial charges, in e, on atoms 1 to 2: number 1, Mg, carries 0.62; number 2, C, carries -0.90

Density functional theory data (ωB97M-V/def2-TZVPD) for CH3ClOS2 as an isolated structure in a non-equilibrium geometry.

Calculated values
Energy: -37323.3652 eV
Relative energy (zero: lowest compared OMol25 entry of this formula, charge and spin): 224.5 kJ/mol
Frontier orbital gap (spin up / spin down): 7.58 / 5.85 eV

Structure (ORCA input):
```
! RIJCOSX wB97M-V def2-TZVPD def2/J DEFGRID3
* xyz 0 1
C -0.003 -0.614 -0.332
O 1.246 0.083 2.078
S -0.009 1.136 -0.296
S 1.006 1.399 1.506
Cl -2.160 0.921 -1.810
H 0.926 -0.890 -1.024
H -0.986 -0.797 -0.716
H -0.020 -1.238 0.594
*
```

These are the Mulliken partial charges, in e, on atoms 1 to 2: number 1, C, carries -0.74; number 2, O, carries -0.40